[1]
A single C6H6 molecule. Source: the Open Molecules 2025 dataset; level of theory: ωB97M-V with the def2-TZVPD basis set.

Element x y z (Å)
C 2.98845 0.11917 0.41047
C 1.80203 0.00244 0.57748
C 0.34988 -0.14115 0.70585
C -0.36014 -0.16312 -0.68226
C -1.79839 -0.09880 -0.56905
C -2.90078 0.38276 -0.46198
H 4.03657 0.24037 0.24865
H -0.05576 0.65435 1.34189
H 0.14250 -1.07529 1.25793
H -0.37139 0.72577 -1.33125
H 0.08121 -0.93734 -1.31348
H -3.91418 0.29084 -0.18424

For the electronic energy, the calculation gives -6314.845 eV. The energy above the lowest of the compared OMol25 structures with the same formula, charge and spin comes out at 420.23 kJ/mol. The orbital gap comes out at 10.890 eV. For the largest force on an atom, the calculation gives 1.766 eV/A. The value obtained for the LUMO energy is 0.891 eV. As for the spin multiplicity: 1.

[2]
A molecular structure, C34H60AgBO38. Source: the Open Molecules 2025 dataset; level of theory: ωB97M-V with the def2-TZVPD basis set.

Element x y z (Å)
Ag 2.82087 3.52459 -3.46222
O -1.53957 3.27733 -0.10656
C -0.89247 2.25107 -0.37809
O -1.20276 0.95585 0.00062
B -0.36842 0.01918 -0.80027
O 0.76556 0.88752 -1.22017
C 0.46553 2.20904 -1.03960
O 1.23810 3.12886 -1.31346
O -1.02854 -0.59221 -1.99470
C -0.73941 -1.90668 -2.04593
O -1.13981 -2.73020 -2.86243
C 0.13622 -2.24493 -0.83139
O 0.23570 -1.13389 -0.08391
O 0.64378 -3.31405 -0.59185
C -0.43196 -6.27432 0.15803
O 0.96441 -6.55031 0.51191
C 1.34532 -7.41253 1.50365
O 2.49810 -7.62817 1.74622
O 0.32292 -7.98559 2.15439
C 0.61641 -8.90927 3.16959
H -1.06952 -5.99302 0.99618
H -0.86695 -7.15299 -0.31823
H -0.56410 -5.41528 -0.49976
H 1.38019 -9.65165 2.93806
H -0.32615 -9.45063 3.25093
H 0.72296 -8.32032 4.08058
C 1.79702 1.98767 2.32132
O 2.06073 3.34792 2.08353
C 1.98051 4.29658 2.95299
O 1.62900 4.19491 4.09829
O 2.44291 5.41423 2.39771
C 2.56921 6.59172 3.14566
H 0.76477 1.93679 2.66771
H 2.60596 1.66907 2.97874
H 2.03755 1.42516 1.41919
H 1.63568 7.12159 3.33498
H 3.24351 7.29771 2.66088
H 3.06441 6.34166 4.08393
C 1.98429 -3.58836 2.08965
O 2.50448 -3.80382 3.42423
C 3.44170 -4.78845 3.56278
O 3.87180 -5.43404 2.59032
O 3.97359 -4.85412 4.91955
C 3.42621 -4.06929 5.95976
H 2.86974 -3.65115 1.45708
H 1.57086 -2.58207 2.02204
H 1.29456 -4.38077 1.79905
H 2.36379 -4.27968 6.08268
H 3.62222 -3.00909 5.79963
H 3.76867 -4.29348 6.97000
C -2.63099 1.53157 2.84395
O -2.62366 2.53657 3.78803
C -1.79664 2.30979 4.77669
O -0.99512 1.36961 4.97811
O -2.08468 3.26270 5.62393
C -1.34545 3.44728 6.77510
H -1.66979 1.31377 2.37837
H -3.38122 1.77868 2.09283
H -2.99218 0.60845 3.29725
H -0.90017 2.50643 7.09858
H -2.06417 3.78758 7.52057
H -0.55386 4.19312 6.70281
C 6.24641 0.05685 -4.97656
O 6.12716 0.22061 -3.51971
C 5.03442 0.68564 -2.89025
O 4.34075 1.65310 -3.31281
O 5.07797 0.29970 -1.62788
C 4.11057 0.70929 -0.70547
H 6.43698 -0.98911 -5.21688
H 7.14960 0.62254 -5.20532
H 5.41070 0.46766 -5.54306
H 4.35191 0.32083 0.28394
H 3.09691 0.45407 -1.01443
H 4.15869 1.79559 -0.62968
C 2.05072 -0.82969 -4.07331
O 3.11849 -0.70804 -5.01878
C 2.98927 -1.09062 -6.25113
O 1.98587 -1.67911 -6.77126
O 4.21256 -0.98840 -6.79411
C 4.45343 -1.34305 -8.16598
H 2.51089 -0.55259 -3.12486
H 1.64397 -1.83919 -4.01358
H 1.14439 -0.23745 -4.19943
H 4.81255 -2.36705 -8.26874
H 5.32362 -0.73938 -8.42375
H 3.59168 -1.18999 -8.81563
C -5.39734 1.89128 0.12786
O -4.98768 0.48039 -0.17455
C -5.17232 -0.05501 -1.39128
O -5.68432 0.41752 -2.39066
O -4.44637 -1.15531 -1.42235
C -4.32140 -1.87410 -2.68397
H -6.17258 1.83306 0.89187
H -5.78655 2.51620 -0.67595
H -4.56896 2.46173 0.54794
H -3.91399 -1.16603 -3.40562
H -5.33140 -2.17794 -2.95904
H -3.68093 -2.75298 -2.60994
C -4.65991 -9.79866 0.15727
O -3.89122 -8.65933 0.04565
C -3.98448 -7.95152 -1.07223
O -4.65507 -8.25620 -2.05664
O -3.34533 -6.73189 -0.86207
C -3.43307 -5.69128 -1.72963
H -4.62455 -10.30022 -0.80983
H -5.72121 -9.61954 0.32952
H -4.21183 -10.53292 0.82674
H -3.59823 -6.04410 -2.74763
H -2.52351 -5.09078 -1.74411
H -4.27965 -5.04535 -1.49690
C -6.31940 5.98387 2.48193
O -4.99366 6.45910 2.70540
C -3.95811 5.79684 2.33094
O -3.84996 4.77973 1.66221
O -2.89546 6.34307 2.91509
C -1.62155 5.79027 2.78222
H -6.87132 6.46158 3.29143
H -6.38365 4.91120 2.66458
H -6.88533 6.25307 1.59010
H -1.44089 5.07111 1.98329
H -1.37217 5.30314 3.72487
H -0.88318 6.56581 2.57862
C -0.02358 5.84975 -1.49861
O 0.21677 7.05205 -2.25161
C 1.18937 7.07696 -3.08184
O 2.03597 6.16611 -3.16382
O 1.28624 8.17199 -3.87383
C 2.40275 8.61691 -4.62184
H -0.83030 6.02509 -0.78688
H 0.85879 5.53657 -0.94054
H -0.21065 5.06168 -2.22803
H 2.33666 9.70436 -4.65649
H 2.40626 8.06388 -5.56111
H 3.34713 8.40300 -4.12136

The net charge is +1. For the electronic energy, the calculation gives -118701.303 eV. Its expectation value of S² is 0.759. The orbital gap (spin up / spin down) comes out at 6.754 / 2.595 eV. For the largest force on an atom, the calculation gives 5.916 eV/A. The value obtained for the LUMO energy (spin up / spin down) is -5.293 / -9.426 eV. As for the spin multiplicity: 2.

[3]
A molecular structure, C20H17FeN2O11S2. Source: the Open Molecules 2025 dataset; level of theory: ωB97M-V with the def2-TZVPD basis set.

Element x y z (Å)
Fe 0.18825 0.57358 -0.08074
O -0.48822 2.52577 -3.41240
C 0.38722 2.19758 -2.49894
O 0.75146 1.05577 -2.26993
C 0.89368 3.33963 -1.67382
O 1.87355 2.82816 -0.81836
C 1.99292 3.57430 0.37091
C 0.86602 3.27947 1.35418
O 0.84438 3.97558 2.37215
O 0.06008 2.32625 1.04834
H -1.06022 1.73876 -3.54543
H 0.03221 3.73307 -1.12618
H 1.29372 4.12449 -2.31570
H 2.02716 4.64812 0.17996
H 2.93008 3.27681 0.83424
C 1.39865 0.59681 4.38819
C 2.57211 -0.13525 4.41649
C 3.01861 -0.74790 3.25514
C 2.26360 -0.60573 2.10516
N 1.16009 0.13251 2.06478
C 0.72516 0.72325 3.18259
C 2.60960 -1.26110 0.81524
C 3.35084 -2.42747 0.74623
C 3.59472 -2.98854 -0.49798
C 3.09001 -2.37253 -1.62698
C 2.34533 -1.21654 -1.46935
N 2.11773 -0.66934 -0.27123
H 1.01798 1.08862 5.27379
H 3.14499 -0.22285 5.33282
H 3.94922 -1.30112 3.23833
H -0.16327 1.33690 3.08294
H 3.69867 -2.90614 1.65253
H 4.15971 -3.90927 -0.57934
H 3.24521 -2.78901 -2.61489
H 1.89404 -0.70665 -2.31334
O -0.50529 -1.24313 -1.46328
S -1.24089 -1.88810 -0.37403
O -0.98159 -3.29820 -0.21435
O -1.05762 -1.09474 0.85411
C -2.97830 -1.76829 -0.76257
C -3.73847 -2.88117 -0.41422
C -5.10133 -2.90393 -0.64841
C -5.72163 -1.81273 -1.23872
C -4.98095 -0.69419 -1.58258
C -3.60421 -0.65263 -1.35074
S -2.81581 0.89427 -1.82782
O -2.25239 0.63836 -3.15751
O -3.87752 1.86903 -1.81636
O -1.78256 1.17100 -0.81848
H -3.22690 -3.72655 0.02894
H -5.68036 -3.77547 -0.36664
H -6.79022 -1.82726 -1.42508
H -5.44924 0.17774 -2.02162

The net charge is -1. For the electronic energy, the calculation gives -102581.824 eV. Its expectation value of S² is 6.008. The energy above the lowest of the compared OMol25 structures with the same formula, charge and spin comes out at 53.15 kJ/mol. The orbital gap (spin up / spin down) comes out at 8.595 / 7.738 eV. For the largest force on an atom, the calculation gives 1.040 eV/A. The value obtained for the LUMO energy (spin up / spin down) is 2.394 / 2.363 eV. As for the spin multiplicity: 5.

Please write out number 3 again, unchanged.
A molecular structure, C20H17FeN2O11S2. Source: the Open Molecules 2025 dataset; level of theory: ωB97M-V with the def2-TZVPD basis set.

Element x y z (Å)
Fe 0.18825 0.57358 -0.08074
O -0.48822 2.52577 -3.41240
C 0.38722 2.19758 -2.49894
O 0.75146 1.05577 -2.26993
C 0.89368 3.33963 -1.67382
O 1.87355 2.82816 -0.81836
C 1.99292 3.57430 0.37091
C 0.86602 3.27947 1.35418
O 0.84438 3.97558 2.37215
O 0.06008 2.32625 1.04834
H -1.06022 1.73876 -3.54543
H 0.03221 3.73307 -1.12618
H 1.29372 4.12449 -2.31570
H 2.02716 4.64812 0.17996
H 2.93008 3.27681 0.83424
C 1.39865 0.59681 4.38819
C 2.57211 -0.13525 4.41649
C 3.01861 -0.74790 3.25514
C 2.26360 -0.60573 2.10516
N 1.16009 0.13251 2.06478
C 0.72516 0.72325 3.18259
C 2.60960 -1.26110 0.81524
C 3.35084 -2.42747 0.74623
C 3.59472 -2.98854 -0.49798
C 3.09001 -2.37253 -1.62698
C 2.34533 -1.21654 -1.46935
N 2.11773 -0.66934 -0.27123
H 1.01798 1.08862 5.27379
H 3.14499 -0.22285 5.33282
H 3.94922 -1.30112 3.23833
H -0.16327 1.33690 3.08294
H 3.69867 -2.90614 1.65253
H 4.15971 -3.90927 -0.57934
H 3.24521 -2.78901 -2.61489
H 1.89404 -0.70665 -2.31334
O -0.50529 -1.24313 -1.46328
S -1.24089 -1.88810 -0.37403
O -0.98159 -3.29820 -0.21435
O -1.05762 -1.09474 0.85411
C -2.97830 -1.76829 -0.76257
C -3.73847 -2.88117 -0.41422
C -5.10133 -2.90393 -0.64841
C -5.72163 -1.81273 -1.23872
C -4.98095 -0.69419 -1.58258
C -3.60421 -0.65263 -1.35074
S -2.81581 0.89427 -1.82782
O -2.25239 0.63836 -3.15751
O -3.87752 1.86903 -1.81636
O -1.78256 1.17100 -0.81848
H -3.22690 -3.72655 0.02894
H -5.68036 -3.77547 -0.36664
H -6.79022 -1.82726 -1.42508
H -5.44924 0.17774 -2.02162

The net charge is -1. For the electronic energy, the calculation gives -102581.824 eV. Its expectation value of S² is 6.008. The energy above the lowest of the compared OMol25 structures with the same formula, charge and spin comes out at 53.15 kJ/mol. The orbital gap (spin up / spin down) comes out at 8.595 / 7.738 eV. For the largest force on an atom, the calculation gives 1.040 eV/A. The value obtained for the LUMO energy (spin up / spin down) is 2.394 / 2.363 eV. As for the spin multiplicity: 5.

Q: largest force on an atom of number 3 (C20H17FeN2O11S2)?
A: 1.040 eV/A

Q: What is the formula in the first record?
A: C6H6

Q: What is the largest force on an atom in the first record?
A: 1.766 eV/A